1.
The ion C2H6N3 with charge +1 in a non-equilibrium geometry. Source: OMol25; level of theory: ωB97M-V with the def2-TZVPD basis set.

```
11
Properties=species:S:1:pos:R:3:mulliken_charge:R:1
H -2.150 -2.422 0.085 0.2479
N -1.640 -1.609 0.195 -0.4202
C -0.687 -0.870 -0.057 0.2996
N -0.843 0.371 -0.632 -0.4293
N 0.532 -0.718 0.352 -0.1274
C 1.740 -0.785 0.463 -0.1987
H -1.946 0.298 -0.773 0.4004
H -0.583 0.328 -1.612 0.3431
H -0.391 1.257 -0.311 0.3827
H 2.241 -0.744 1.483 0.2501
H 2.426 -0.917 -0.391 0.2517
```

Summary:
* maximum force: 0.17265 hartree/bohr
* frontier orbital gap: 10.2 eV
* SMILES string: [H]/N=C(/[NH3+])N=C
* highest occupied orbital energy: -14.1988 eV
* relative energy (zero: lowest compared OMol25 entry of this formula, charge and spin): 99.44 kcal/mol
* net charge: +1
* LUMO level: -0.1464 Eh

2.
A structure of composition C27H52I2N3O2SbSi3V in a non-equilibrium geometry. Source: OMol25; level of theory: ωB97M-V with the def2-TZVPD basis set.

```
91
Properties=species:S:1:pos:R:3:lowdin_spin:R:1
V 10.767 9.890 12.426 1.9227
I 15.646 10.909 13.295 0.0012
C 14.108 10.725 14.605 0.0027
C 14.214 11.087 15.939 -0.0016
C 13.210 11.107 16.908 0.0026
I 13.655 11.758 18.898 0.0000
C 11.953 10.623 16.520 -0.0007
C 10.810 10.326 17.305 0.0103
C 9.637 9.851 16.799 -0.0017
C 9.556 9.848 15.352 0.0157
N 10.583 9.950 14.592 0.0016
C 11.802 10.267 15.125 0.0031
C 12.843 10.260 14.216 0.0051
O 12.607 9.973 12.903 0.0104
H 15.161 11.501 16.368 -0.0001
H 10.904 10.437 18.384 0.0006
H 8.798 9.619 17.407 -0.0004
H 8.627 9.651 14.839 0.0011
C 10.975 6.317 12.112 0.0002
C 10.000 7.117 12.935 0.0089
C 8.627 6.553 12.916 -0.0004
O 9.981 8.349 12.298 0.0108
H 11.250 5.378 12.585 -0.0003
H 11.793 6.949 11.948 0.0006
H 10.572 6.149 11.076 0.0002
H 10.247 7.229 13.985 0.0005
H 8.302 6.451 11.853 0.0003
H 7.837 7.115 13.467 0.0000
H 8.567 5.484 13.259 0.0001
C 6.129 13.864 12.927 -0.0009
Si 7.309 12.776 13.860 -0.0012
C 6.563 10.977 13.914 0.0000
C 7.692 13.386 15.592 0.0003
Sb 9.451 12.488 12.412 -0.0081
Si 11.261 14.178 13.371 0.0001
C 12.908 13.691 12.736 0.0002
C 10.674 15.885 12.873 -0.0004
C 11.341 14.214 15.272 0.0001
Si 9.050 13.359 9.961 -0.0012
C 10.750 13.255 9.180 0.0000
C 8.170 14.973 9.891 -0.0009
C 7.901 11.989 9.356 0.0001
H 5.254 14.081 13.512 -0.0001
H 5.857 13.396 11.973 0.0000
H 6.645 14.840 12.716 -0.0001
H 5.438 11.004 13.783 0.0000
H 6.822 10.511 14.877 0.0000
H 7.005 10.282 13.196 0.0000
H 6.771 13.378 16.244 0.0001
H 8.026 14.437 15.506 0.0000
H 8.453 12.750 16.126 0.0000
H 13.115 13.800 11.689 0.0000
H 13.041 12.563 12.944 0.0002
H 13.634 14.201 13.348 0.0000
H 10.847 16.247 11.851 0.0000
H 11.166 16.669 13.438 0.0000
H 9.562 15.886 12.934 -0.0002
H 11.695 13.276 15.757 0.0000
H 10.430 14.640 15.737 0.0000
H 12.147 14.874 15.459 0.0000
H 11.487 13.982 9.460 0.0000
H 10.739 13.347 8.111 0.0000
H 11.165 12.219 9.437 -0.0001
H 8.752 15.699 10.370 0.0000
H 7.188 14.988 10.325 0.0000
H 8.116 15.268 8.815 -0.0002
H 8.374 11.002 9.178 0.0000
H 7.360 12.301 8.471 0.0000
H 7.145 11.814 10.120 0.0000
C 13.156 8.384 6.734 0.0001
C 12.587 7.519 7.850 0.0001
N 11.555 8.212 8.583 0.0014
C 10.198 8.121 7.903 0.0003
C 9.724 9.308 7.054 0.0001
C 11.816 8.993 9.610 0.0034
C 13.285 9.093 10.117 0.0008
N 10.984 9.768 10.252 0.0095
H 13.977 7.812 6.298 0.0000
H 13.582 9.308 7.143 0.0000
H 12.405 8.597 5.979 0.0000
H 13.382 7.310 8.594 0.0000
H 12.245 6.569 7.415 -0.0001
H 9.475 8.035 8.691 0.0002
H 10.266 7.148 7.400 0.0000
H 10.180 10.196 7.500 0.0000
H 8.637 9.308 7.141 0.0000
H 10.070 9.256 6.006 0.0000
H 13.940 9.163 9.258 0.0000
H 13.483 8.218 10.712 0.0002
H 13.427 9.931 10.708 0.0002
H 10.096 9.696 9.820 0.0024
```

Summary:
* maximum force: 0.06503 hartree/bohr
* <S²>: 2.0144
* frontier orbital gap (spin up / spin down): 7.6 / 7.7 eV
* highest occupied orbital energy (spin up / spin down): -10.2461 / -10.4598 eV
* relative energy (zero: lowest compared OMol25 entry of this formula, charge and spin): 39.08 kcal/mol
* net charge: +1
* multiplicity: 3
* LUMO level (spin up / spin down): -0.0978 / -0.1006 Eh

3.
A cluster of 5 separate species, C39H88IN5O7PS3 in total. Source: OMol25; level of theory: ωB97M-V with the def2-TZVPD basis set.

```
144
Properties=species:S:1:pos:R:3:mulliken_charge:R:1
C 0.984 -6.472 -1.761 -1.3436
C -0.135 -5.512 -1.318 -0.0739
C 0.318 -4.432 -0.332 -0.8285
O 0.410 -3.140 -0.930 0.0067
C 1.473 -2.979 -1.839 -1.7762
C 1.434 -1.500 -2.261 -1.0629
N 0.025 -1.220 -2.544 -0.2594
C -0.763 -0.770 -1.516 -0.6477
N -2.050 -1.087 -1.584 0.2503
S -3.197 -0.808 -0.357 -0.1386
N -0.302 -0.039 -0.475 1.5690
C -0.885 1.318 -0.280 -0.3220
C -1.389 1.640 1.131 -0.1442
C -0.876 3.003 1.574 -1.3488
S 0.929 2.995 1.668 -0.1111
C 1.461 4.051 0.356 0.0178
S 0.489 5.061 -0.476 -0.1400
N 2.836 3.856 0.110 0.7813
C 3.219 4.199 -1.275 -0.8734
C 4.548 3.578 -1.683 -0.9236
C 3.707 4.603 1.065 -0.2141
C 3.704 4.130 2.510 -1.4353
C 1.102 -0.219 -0.093 -1.4522
P 0.986 -1.335 1.409 -0.8630
N -0.410 -1.943 1.729 -0.3279
O 1.522 -0.304 2.537 -0.3175
O 2.171 -2.389 1.219 -0.4017
C 2.046 -0.437 -1.320 3.3593
C 3.475 -0.829 -0.897 -1.7340
C 4.082 0.040 0.203 1.2096
C 5.539 -0.317 0.459 -1.7113
I 6.839 0.466 -1.033 0.0014
C 2.188 0.951 -2.060 -0.1184
C 1.563 1.263 -3.440 0.2793
C 2.519 2.206 -4.188 -1.7646
C 0.197 1.959 -3.331 -1.1349
H 0.900 -6.742 -2.815 0.3504
H 0.971 -7.398 -1.183 0.4044
H 1.974 -6.024 -1.626 0.2905
H -0.924 -6.080 -0.824 0.2585
H -0.551 -5.011 -2.196 0.1420
H -0.391 -4.308 0.482 0.1744
H 1.278 -4.700 0.129 0.4300
H 2.420 -3.286 -1.388 0.4000
H 1.331 -3.585 -2.743 0.7172
H 1.959 -1.442 -3.217 0.6499
H -0.149 -0.717 -3.403 0.6584
H -2.352 -1.614 -2.392 0.3081
H -2.467 -1.455 0.582 0.1877
H -0.083 2.017 -0.525 -1.1923
H -1.672 1.454 -1.021 1.4050
H -2.479 1.673 1.159 -0.0740
H -1.072 0.853 1.822 0.1665
H -1.180 3.796 0.888 0.2457
H -1.269 3.267 2.557 0.7278
H 2.428 3.842 -1.936 0.2552
H 3.255 5.289 -1.410 0.4944
H 4.536 2.490 -1.592 -0.1491
H 4.745 3.826 -2.729 0.4188
H 5.393 3.958 -1.109 0.5263
H 4.718 4.513 0.678 0.3144
H 3.434 5.666 1.010 0.3607
H 3.763 3.040 2.564 0.2165
H 4.571 4.549 3.024 0.4548
H 2.811 4.443 3.050 0.3509
H 1.423 0.710 0.390 0.2755
H -0.805 -1.627 2.608 0.2825
H 1.197 -0.546 3.418 0.4901
H 2.403 -2.859 2.038 0.2498
H 4.103 -0.707 -1.789 0.7656
H 3.554 -1.870 -0.602 0.5371
H 4.011 1.099 -0.065 -0.6272
H 3.560 -0.096 1.153 -0.0916
H 5.691 -1.397 0.447 0.5433
H 5.892 0.056 1.418 0.6330
H 3.264 1.115 -2.155 0.7046
H 1.846 1.752 -1.393 -0.9764
H 1.478 0.380 -4.083 0.5920
H 2.662 3.132 -3.623 0.1980
H 2.107 2.479 -5.162 0.5676
H 3.492 1.739 -4.354 0.4321
H -0.008 2.546 -4.230 0.8658
H 0.185 2.661 -2.494 -0.3246
H -0.656 1.282 -3.227 0.1486
C -3.519 5.282 -2.813 -1.3214
C -2.329 4.914 -3.682 0.4657
O -2.608 3.951 -4.686 -0.3377
C -3.583 4.331 -5.647 -0.3683
C -3.216 5.568 -6.447 -1.0597
H -3.971 4.388 -2.381 0.3561
H -3.193 5.933 -2.001 0.4132
H -4.289 5.814 -3.373 0.3488
H -1.557 4.448 -3.066 -0.3586
H -1.884 5.815 -4.118 0.2719
H -4.561 4.463 -5.170 0.3106
H -3.666 3.470 -6.310 0.3313
H -3.190 6.466 -5.829 0.2705
H -3.956 5.731 -7.230 0.4034
H -2.237 5.446 -6.913 0.2859
C -5.300 3.694 4.043 -1.1153
C -4.967 4.353 2.717 -0.4026
O -4.535 3.446 1.712 -0.2426
C -5.468 2.444 1.341 0.0253
C -6.775 2.970 0.776 -1.2738
H -4.457 3.098 4.398 0.2673
H -5.520 4.459 4.788 0.4159
H -6.172 3.043 3.974 0.2777
H -4.133 5.044 2.841 0.3283
H -5.819 4.942 2.360 0.3530
H -5.662 1.769 2.183 0.3612
H -4.939 1.864 0.581 0.0004
H -7.363 3.499 1.526 0.3095
H -7.379 2.138 0.411 0.4039
H -6.585 3.654 -0.052 0.3064
C 4.896 -2.470 5.836 -1.2079
C 3.731 -3.218 5.213 0.0066
O 4.070 -4.051 4.118 -0.2629
C 4.982 -5.106 4.402 -0.3953
C 4.482 -6.090 5.443 -1.0740
H 5.450 -1.918 5.076 0.2994
H 4.525 -1.763 6.579 0.4073
H 5.590 -3.143 6.340 0.3165
H 3.022 -2.502 4.788 0.0491
H 3.187 -3.776 5.983 0.3004
H 5.955 -4.698 4.697 0.3166
H 5.124 -5.610 3.447 0.3074
H 4.391 -5.636 6.430 0.2807
H 5.183 -6.920 5.527 0.3871
H 3.507 -6.487 5.158 0.2973
C -3.678 -5.155 2.438 -1.3698
C -3.425 -4.840 0.974 1.0697
O -3.406 -5.977 0.128 -0.3185
C -4.611 -6.728 0.081 -0.3691
C -5.811 -5.945 -0.421 -1.0303
H -2.959 -5.892 2.799 0.3438
H -3.573 -4.247 3.034 0.3869
H -4.681 -5.546 2.608 0.3687
H -2.439 -4.389 0.859 -0.6560
H -4.155 -4.104 0.613 0.1639
H -4.827 -7.170 1.060 0.3071
H -4.394 -7.552 -0.598 0.3565
H -6.103 -5.151 0.268 0.2522
H -6.665 -6.613 -0.531 0.4025
H -5.595 -5.494 -1.391 0.2728
```

Summary:
* maximum force: 0.01905 hartree/bohr
* frontier orbital gap: 8.5 eV
* highest occupied orbital energy: -10.7886 eV
* net charge: +1
* LUMO level: -0.0833 Eh

4.
An isolated molecule of C3H6N2O. Source: OMol25; level of theory: ωB97M-V with the def2-TZVPD basis set.

```
12
Properties=species:S:1:pos:R:3:mulliken_charge:R:1
N 1.727 0.112 -0.458 -0.4107
C 0.928 0.776 0.432 0.2879
O 1.328 1.669 1.157 -0.6091
C -0.519 0.356 0.448 0.0508
C -1.215 -0.298 -0.690 -0.4003
N -0.784 -1.085 0.451 -0.5415
H 2.718 0.259 -0.343 0.2584
H 1.442 -0.798 -0.790 0.2421
H -1.112 0.997 1.095 0.4101
H -0.675 -0.503 -1.611 0.1864
H -2.273 -0.082 -0.824 0.2739
H -1.557 -1.297 1.075 0.2519
```

Summary:
* maximum force: 0.00863 hartree/bohr
* frontier orbital gap: 10.7 eV
* SMILES string: NC(=O)[C@H]1CN1
* highest occupied orbital energy: -9.7249 eV
* relative energy (zero: lowest compared OMol25 entry of this formula, charge and spin): 29.20 kcal/mol
* LUMO level: 0.0356 Eh